The following is a DFT calculation (ωB97M-V/def2-TZVPD) of a molecular structure, C6H19AgO8P.

Total charge: -2
Spin multiplicity: 2
Kohn-Sham gap (spin up / spin down) (hartree): 0.1861 / 0.1774

Each line ends with the Mulliken spin population.
Atoms and positions in Å:
Ag: -20.635 -14.056 -7.375  0.237
P: -21.233 -13.062 -4.837  -0.047
O: -21.282 -11.555 -4.688  0.092
O: -19.884 -13.154 -5.592  0.449
O: -22.221 -13.698 -5.877  0.217
O: -21.126 -13.798 -3.444  0.021
C: -19.435 -14.501 -11.238  -0.002
C: -18.640 -15.018 -10.058  0.003
C: -17.136 -15.144 -10.344  0.003
O: -18.853 -14.336 -8.856  0.014
H: -20.502 -14.434 -11.028  0.001
H: -19.278 -15.114 -12.126  0.000
H: -19.097 -13.507 -11.533  0.000
H: -19.052 -16.016 -9.906  -0.001
H: -16.707 -15.870 -9.653  0.000
H: -16.554 -14.223 -10.324  0.000
H: -17.149 -15.580 -11.343  -0.001
C: -21.614 -11.636 -9.526  0.000
O: -21.168 -11.848 -8.176  -0.003
H: -22.653 -11.307 -9.510  0.000
H: -21.224 -10.788 -10.089  0.000
H: -21.676 -12.513 -10.171  0.000
H: -21.439 -11.086 -7.660  0.002
C: -23.398 -14.507 -8.866  0.002
O: -22.113 -14.967 -8.907  0.001
H: -23.468 -13.903 -7.961  -0.001
H: -23.757 -13.858 -9.664  0.001
H: -24.042 -15.366 -8.677  0.001
H: -22.011 -15.515 -9.688  0.002
C: -20.070 -17.387 -7.040  0.000
O: -20.332 -16.150 -6.527  0.002
H: -20.892 -18.101 -7.102  0.000
H: -19.745 -17.212 -8.065  0.000
H: -19.258 -17.850 -6.478  0.000
H: -20.376 -16.246 -5.572  0.004